Entry 1:
C34H52BrLiN2OP2 | wB97M-V/def2-TZVPD

Cartesian coordinates (Å):
H -1.6932 -5.8226 1.5233
H -1.4762 3.0642 0.6848
H -0.3530 -2.4454 -2.6510
C 0.1960 3.3647 2.5721
C -2.1893 0.1633 -1.8991
H -3.3235 2.8357 -0.1391
H 2.9844 -3.8014 2.3709
C -1.1577 -1.7183 -2.7363
C 1.9058 1.2530 3.1663
C -0.2598 -4.8599 -0.7826
P -0.4319 -2.8672 1.1296
H 2.6849 2.5239 4.6838
C -0.9120 2.1327 0.8052
H 1.7282 -1.2813 -3.5171
H -2.5922 -5.8921 0.0112
H 1.0446 2.3104 -5.0358
H -5.0377 2.7786 -1.9041
C 3.8341 -1.0339 -3.8492
C -1.2884 -4.1776 0.1304
C -3.1033 -0.9144 -3.8532
H 3.0778 2.8328 -0.2895
C -3.2489 2.0859 -0.9156
H 4.4582 0.2855 -1.2640
H -2.7571 -2.4092 4.1593
H -1.2354 -3.2898 4.1333
C 0.5919 -5.0686 2.7492
C -4.2142 1.0943 -2.8971
O 0.9819 -0.0090 1.4094
H -2.6341 -3.9167 3.2569
C 3.6847 1.9329 -0.1523
H -0.4721 4.1866 2.3380
H -1.1861 -1.2862 2.6560
H -3.5726 -1.1052 2.1446
H 2.3282 -4.1196 0.7631
H 3.9577 -1.9795 -4.3860
C 3.8276 1.1589 -1.4717
H 3.6954 -2.2098 -1.3624
C -2.0954 -3.0064 3.5238
H 3.7498 -0.2410 -4.5897
C 0.8189 -3.6397 2.2621
H -3.0681 -4.7517 1.2614
H 4.7069 1.4930 -3.4583
H 3.2055 1.3307 0.6204
H 1.7857 0.7164 -5.0395
C -2.2073 -5.2138 0.7798
H 2.5734 0.4279 3.3869
C 0.9838 2.8186 -2.3781
H 1.9556 -2.4258 -1.2791
H -1.9168 -3.5503 -0.5143
C 2.7920 -2.3185 -1.9721
C -4.2420 2.0447 -1.9216
C 0.9818 1.0647 2.0845
P 2.2028 0.3745 -1.8889
C 1.2707 1.4747 -3.0590
H 2.8930 -3.2495 -2.5380
H 0.1891 3.3502 -2.9095
H 0.7719 -2.9757 3.1321
C 2.2192 -3.4897 1.6535
C 1.9669 2.4162 3.8801
C -3.1816 0.1234 -2.8951
H -2.6704 -1.1510 0.6315
H -4.9776 1.0569 -3.6646
C -2.2145 1.1892 -0.8976
H -0.7632 -5.4041 -1.5874
H 1.8639 3.4648 -2.3780
H -0.3581 -5.1958 3.2679
C 1.1047 3.4904 3.5769
H 0.3140 0.9447 -3.1101
H 0.4345 -4.1459 -1.2348
Br 1.2213 5.0959 4.5813
H -2.0164 -2.6387 -4.4946
C 1.7462 1.6631 -4.4988
N -1.1752 1.1224 0.0494
H 1.3905 -5.3469 3.4438
H 0.6660 2.6895 -1.3407
C -1.6976 -2.1870 2.2976
H 2.4155 -2.4567 1.3607
C 2.6293 -1.1184 -2.9120
H 0.3425 -5.5865 -0.2326
H 4.6654 2.2520 0.2125
H -3.8518 -0.9673 -4.6359
H -3.5340 -2.5888 1.1942
C 4.5338 2.0166 -2.5194
H 4.7535 -0.8666 -3.2819
N -1.1840 -0.7685 -1.8354
H 0.6222 -5.7845 1.9262
C -2.1013 -1.8322 -3.7793
H 3.9645 2.9216 -2.7372
C 0.1005 2.1713 1.8189
H 5.5054 2.3369 -2.1311
Li 0.1189 -0.4482 -0.1303
C -2.9344 -1.7323 1.5168
H 2.7295 2.1297 -4.5593

Calculated values
* gap between HOMO and LUMO: 0.243 Eh
* net charge: 0

Löwdin population analysis, charges in e, atoms 1 to 6: 0.0609 0.1186 0.0993 -0.1055 -0.1708 0.1050

Entry 2:
C34H52Cl4O16 | wB97M-V/def2-TZVPD

Cartesian coordinates (Å):
C 2.3983 -0.2272 -4.4267
O 2.9315 1.5068 0.2942
H 2.6526 -0.1535 2.0468
C 3.2106 -1.5321 -4.5431
C -1.1715 -3.1008 -0.5196
C -0.5844 -0.8712 5.0333
H -2.5891 -3.0162 1.1919
C -2.2621 -3.6655 0.3713
H -1.2143 -4.8427 1.7709
O 2.9059 3.4989 1.4065
C -1.6619 -4.9661 0.8333
H 0.5352 0.3304 0.4380
H -3.5609 1.6024 -5.7008
H -1.0239 -2.0140 6.8297
C -0.7762 -1.5224 3.6559
H -5.9287 1.6261 0.0996
H 1.0159 4.2939 2.9800
O -2.8471 3.2107 -2.0998
H -0.6331 3.3467 -3.5347
H -1.2580 -0.0675 0.5059
C -2.8838 1.2633 -4.9202
O -0.7389 -2.8591 3.7616
C -1.5058 3.0392 -4.1314
H 4.0899 -3.7729 2.6576
C 2.3566 2.2176 -1.9215
O -3.4609 1.8208 -3.7176
C -0.3652 -2.0325 5.9912
C -6.0198 0.4430 -1.7320
H 3.0192 -2.4251 -2.5332
H -1.5605 -2.6841 -1.4213
H -4.5791 1.8164 -1.0218
C 0.0476 4.7885 3.1314
C 2.9268 -0.0185 3.0823
C -1.4223 1.8579 -5.0627
C -5.2750 1.1458 -0.6048
H -6.1373 1.0067 -2.6431
C -0.3572 5.6230 1.9208
C -2.6540 2.7094 -3.1371
Cl 2.7716 -1.6354 3.8750
H 2.5399 -3.5080 -3.8639
C 3.0142 1.1293 -1.1357
H 2.5105 0.1724 -1.0898
Cl -0.8091 2.2973 0.6828
H 3.0109 -1.9165 -5.5261
C -0.8725 6.9405 2.5328
H 4.1985 -5.0362 1.3582
H -1.1765 -3.9620 5.3921
H -5.0023 -0.4957 0.7911
H -7.0262 -0.0098 -1.4949
C 0.1100 5.7746 4.3180
O 2.6645 0.8667 -4.8761
O -5.1415 -1.4110 -3.0057
O -0.8245 -0.9799 2.5924
O 0.5935 5.6312 5.3859
C -4.4285 0.0367 -0.0069
H -3.1258 -3.8504 -0.3329
Cl 4.5842 0.5082 3.1246
O -0.7059 -5.3882 -0.1540
H -1.1213 1.9752 -6.1124
H 0.6885 -1.9988 6.3239
C -0.3481 -4.2718 -0.8684
C 2.5848 -3.6132 1.1086
H 5.7089 -2.6212 1.3686
H -1.8812 3.8229 -4.7389
H 0.3854 -2.3123 -4.0039
C -5.0903 -0.7326 -2.0653
O 1.2405 -0.4097 -3.7669
H -0.4765 7.8111 2.0648
C 2.8148 2.8390 0.4150
H -1.5188 -0.3338 5.1529
H -2.3326 -5.8324 0.9238
O 3.9790 -1.9094 0.4820
O 1.7972 -1.5805 0.2134
H -0.7039 1.1207 -4.6614
H -0.6336 -2.3828 0.0820
Cl -0.5970 0.6112 -1.5796
H 1.7903 -3.6412 1.8809
H -1.9564 6.9698 2.5870
C 3.9327 -3.9894 1.5820
H 4.2854 -1.3395 -4.4693
H 0.2241 -0.1624 4.9959
H -1.0991 5.1619 1.3244
O 0.4794 -4.3684 -1.7556
H 0.5173 -3.7344 5.0918
C 2.7187 -2.2568 0.5481
H 5.2210 -3.3935 -0.1449
H 1.2735 2.0172 -1.8757
C 2.5458 -2.4747 -3.4979
O -4.2093 -0.8746 -1.0895
C 1.1034 -1.8514 -3.3578
H 4.0672 1.0241 -1.3280
H -0.6992 4.0624 3.4661
H -3.0390 0.1724 -4.7694
H 0.6508 -1.7822 -2.3852
H -3.4685 0.3306 0.4097
H 2.3417 0.7104 3.6830
H 2.7596 2.1942 -2.9251
C 4.8442 -3.0306 0.8011
H 0.4867 5.8506 1.2536
O -0.3627 6.9980 3.9280
H 2.1778 -4.2572 0.3014
H 1.5531 3.9177 -0.7837
H 3.2889 4.1777 -1.0892
C -0.4447 -3.2321 5.1293
C 2.5035 3.4451 -0.9166
C -0.4864 0.6348 0.1695

Calculated values
* gap between HOMO and LUMO: 0.370 Eh
* net charge: 0
* SMILES string: O=C1CCCO1.O=C1CCCO1.O=C1CCCO1.O=C1CCCO1.O=C1CCCO1.O=C1CCCO1.O=C1CCCO1.O=C1CCCO1.ClCCl.ClCCl

Löwdin population analysis, charges in e, atoms 1 to 6: -0.4879 -0.0190 -0.0162 -0.0537 -0.0873 -0.0625